{"formula": "C30H29BN6O4Zr", "method": "ωB97M-V with the def2-TZVPD basis set", "symbols": ["Zr", "O", "C", "C", "C", "C", "C", "C", "C", "N", "C", "C", "N", "C", "C", "C", "C", "C", "C", "C", "O", "H", "H", "H", "H", "H", "H", "H", "H", "H", "H", "H", "H", "H", "H", "C", "C", "O", "C", "C", "C", "C", "C", "C", "O", "H", "H", "H", "H", "H", "H", "H", "B", "N", "C", "C", "C", "N", "N", "C", "C", "C", "N", "H", "H", "H", "H", "H", "H", "H", "H"], "coordinates": [[-0.0721, -0.2380, 0.0597], [-0.9584, -0.8558, -1.6475], [-0.6264, -1.0724, -2.8848], [-1.5043, -0.7335, -3.9356], [-1.1747, -0.9803, -5.2461], [0.0383, -1.5955, -5.5814], [0.9004, -1.9576, -4.5768], [0.5969, -1.7029, -3.2304], [1.4926, -2.1561, -2.2048], [1.3308, -1.9554, -0.9510], [2.2599, -2.5590, -0.0219], [1.4409, -3.1220, 1.1296], [0.4557, -2.1338, 1.5667], [-0.0123, -2.2920, 2.7503], [-0.9866, -1.4539, 3.3942], [-1.7444, -1.9827, 4.4491], [-2.7655, -1.2635, 5.0198], [-3.0212, 0.0312, 4.5559], [-2.2599, 0.5912, 3.5578], [-1.2226, -0.1324, 2.9339], [-0.4952, 0.4097, 2.0026], [-2.4428, -0.2653, -3.6672], [-1.8659, -0.7005, -6.0314], [0.2851, -1.7886, -6.6169], [1.8355, -2.4543, -4.8143], [2.3532, -2.7416, -2.5456], [2.9398, -1.7967, 0.3624], [2.8596, -3.3516, -0.4810], [2.1044, -3.4102, 1.9490], [0.9178, -4.0186, 0.7812], [0.3205, -3.1512, 3.3435], [-1.5354, -2.9929, 4.7874], [-3.3680, -1.6899, 5.8108], [-3.8312, 0.6021, 4.9941], [-2.4488, 1.5996, 3.2092], [3.7220, 1.3192, 2.0525], [2.8478, 1.0286, 0.8583], [1.8943, 0.2463, 1.0357], [3.1448, 1.6202, -0.4129], [4.2934, 2.4206, -0.6121], [4.5871, 2.9552, -1.8335], [3.7241, 2.7072, -2.9197], [2.5984, 1.9491, -2.7665], [2.2502, 1.3850, -1.5076], [1.1727, 0.7070, -1.4012], [3.2958, 0.8253, 2.9219], [3.7721, 2.3927, 2.2346], [4.7357, 0.9530, 1.8856], [4.9595, 2.6049, 0.2210], [5.4729, 3.5602, -1.9710], [3.9579, 3.1304, -3.8889], [1.9245, 1.7587, -3.5930], [-3.1503, 1.3340, -0.5583], [-3.2416, 0.0931, 0.3860], [-4.3790, -0.3589, 0.9292], [-4.1859, -1.6564, 1.3653], [-2.8573, -1.9249, 1.0455], [-2.2970, -0.8724, 0.4514], [-2.0164, 2.2913, -0.1031], [-2.1415, 3.5892, 0.1872], [-0.8830, 4.1106, 0.4390], [-0.0261, 3.0278, 0.2771], [-0.7209, 1.9347, -0.0468], [-4.1883, 1.9326, -0.4857], [-2.8997, 0.9490, -1.6656], [-5.2657, 0.2508, 0.9642], [-4.8982, -2.3070, 1.8413], [-2.3062, -2.8399, 1.1869], [-3.1052, 4.0683, 0.1743], [-0.6305, 5.1252, 0.6922], [1.0435, 3.0037, 0.3960]], "e_above_lowest_kcal_mol": 10.76, "gap_ev": 7.73, "multiplicity": 1, "e_tot_ha": -1862.26754, "mol_weight_g_mol": 639.6, "lumo_ha": -0.00577}


{"formula": "C30H29BaBr2N5O2Si", "method": "ωB97M-V with the def2-TZVPD basis set", "symbols": ["Ba", "Br", "C", "C", "C", "C", "O", "C", "C", "N", "C", "C", "C", "C", "C", "C", "C", "C", "N", "C", "C", "H", "H", "H", "H", "H", "H", "H", "H", "H", "H", "O", "C", "C", "C", "N", "C", "Br", "C", "H", "H", "H", "H", "C", "C", "C", "C", "C", "C", "N", "N", "Si", "C", "C", "C", "H", "H", "H", "H", "H", "H", "H", "H", "H", "H", "H", "H", "H", "H", "H"], "coordinates": [[0.2647, 0.5931, -0.0203], [-1.2654, -3.2834, -6.7050], [-0.6421, -2.6952, -5.0107], [0.6963, -2.9023, -4.6497], [1.1392, -2.4742, -3.4305], [0.3033, -1.8009, -2.4900], [0.8131, -1.4016, -1.3830], [-1.0728, -1.6201, -2.8672], [-2.1284, -1.0255, -2.0808], [-2.0715, -0.5363, -0.8947], [-3.1735, 0.1071, -0.2953], [-4.3426, 0.4143, -0.9523], [-5.4053, 1.0913, -0.3297], [-5.3117, 1.4795, 0.9715], [-4.1325, 1.1989, 1.6954], [-3.9831, 1.5970, 3.0422], [-2.8352, 1.3196, 3.7170], [-1.8133, 0.6403, 3.0279], [-1.9117, 0.2544, 1.7815], [-3.0535, 0.5178, 1.0796], [-1.4901, -2.0811, -4.1384], [1.3701, -3.3981, -5.3364], [2.1697, -2.6211, -3.1336], [-3.0820, -1.0380, -2.6194], [-4.4556, 0.1562, -1.9958], [-6.2969, 1.3108, -0.9024], [-6.1196, 2.0092, 1.4602], [-4.7969, 2.1282, 3.5215], [-2.6932, 1.6182, 4.7460], [-0.8781, 0.4148, 3.5326], [-2.5265, -1.9399, -4.4240], [7.2989, 0.1491, 1.7427], [5.9632, 0.2199, 1.5759], [5.0502, -0.3028, 2.4879], [3.7069, -0.1711, 2.2082], [3.2270, 0.4302, 1.1158], [4.1209, 0.9149, 0.2717], [3.4390, 1.7680, -1.2765], [5.4908, 0.8479, 0.4328], [7.5103, -0.3112, 2.5659], [5.3771, -0.8021, 3.3908], [2.9703, -0.5704, 2.8953], [6.1721, 1.2618, -0.2947], [1.0227, 3.5607, 3.2106], [0.0018, 3.9397, 2.1683], [-0.9116, 4.9499, 2.4064], [-1.8350, 5.2330, 1.3984], [-1.8126, 4.5299, 0.2218], [-0.8303, 3.5216, 0.0071], [0.0483, 3.2574, 1.0214], [-0.7260, 2.7779, -1.1077], [-1.0537, 3.2777, -2.7079], [-0.2775, 2.0200, -3.8631], [-2.8898, 3.3263, -3.1316], [-0.3396, 4.9759, -3.0606], [1.7612, 4.3550, 3.3357], [1.5497, 2.6568, 2.9048], [0.5535, 3.3943, 4.1821], [-0.9057, 5.4915, 3.3427], [-2.5809, 6.0061, 1.5456], [-2.5419, 4.7250, -0.5534], [-0.8675, 1.1011, -3.9159], [0.7317, 1.7444, -3.5427], [-0.2018, 2.4199, -4.8773], [-3.3570, 2.3853, -2.8267], [-3.0538, 3.4518, -4.2054], [-3.4129, 4.1368, -2.6191], [0.7447, 4.9885, -2.9286], [-0.7652, 5.7292, -2.3938], [-0.5596, 5.2736, -4.0893]], "e_above_lowest_kcal_mol": 11.88, "gap_ev": 6.59, "multiplicity": 1, "e_tot_ha": -7048.07038, "mol_weight_g_mol": 816.8, "lumo_ha": -0.01410}


Let's list highest occupied orbital energy in order: -7.89, -6.97 eV.